{
  "formula": "C5H7N2",
  "method": "ωB97M-V with the def2-TZVPD basis set",
  "species": ["C", "N", "H", "C", "H", "H", "C", "H", "H", "C", "H", "N", "C", "H"],
  "xyz": [[0.893, -0.681, 1.742], [-1.441, 0.091, -1.400], [0.643, -1.309, 2.568], [2.140, -0.227, 1.579], [0.761, 0.477, -0.745], [-2.177, -0.501, -0.915], [-0.219, 0.046, -0.463], [-1.271, -0.278, -2.392], [4.706, 1.717, 1.129], [-0.304, -0.540, 0.777], [-1.150, -1.056, 1.169], [3.788, 1.370, 0.708], [3.019, 0.569, 1.087], [-1.731, 1.009, -1.410]],
  "mulliken_charge": [-0.4083, -0.3036, 0.3547, -0.5299, 0.3380, 0.3795, -0.1218, 0.3917, 0.3273, -0.2102, 0.3095, -0.3866, 0.5177, 0.3421],
  "largest_force_ev_per_a": 5.00,
  "homo_ev": -12.13,
  "orbital_gap_ev": 7.72,
  "smiles": "N=C=C=C/C=C/[NH3+]",
  "total_charge": 1,
  "lumo_ha": -0.16178
}